Entry 1:
ORCA calculation (the ωB97M-V functional and the def2-TZVPD basis) on a 8-piece molecular cluster, H16O8 overall.

ORCA input file:
```
! wB97M-V def2-TZVPD RIJCOSX def2/J DEFGRID3
* xyz 0 1
O 1.5076 -1.4142 2.1355
H 2.3846 -1.3647 2.5156
H 1.3921 -2.3393 1.9182
O 0.6781 2.6881 0.1420
H -0.1874 2.8682 0.5090
H 0.8934 1.8094 0.4547
O -2.0403 -1.6952 -2.2254
H -1.1437 -1.4661 -2.4699
H -2.4018 -0.8894 -1.8563
O 0.4607 2.4827 -2.5845
H -0.4084 2.8831 -2.6079
H 0.6762 2.4312 -1.6533
O 0.4089 0.1834 4.1479
H 0.9262 -0.3290 3.5266
H -0.3346 0.5018 3.6359
O -0.4973 -0.0992 0.1361
H -0.2252 -0.0535 -0.7805
H 0.3087 -0.2883 0.6166
O 0.4638 -0.1358 -3.0243
H 0.5340 0.8059 -2.8681
H 1.2970 -0.3745 -3.4308
O -1.6421 -2.1535 1.6275
H -1.3657 -1.3122 1.2641
H -1.6848 -2.7391 0.8715
*
```

Summary:
ΔE to the lowest compared entry with this formula, charge and spin = 42.2 kcal per mole
E_HOMO = -11.01 eV
SMILES = O.O.O.O.O.O.O.O

Atom charges from the natural (NBO) analysis, given in e for atoms 1 to 5: -0.97 0.48 0.50 -0.94 0.49

Entry 2:
ORCA calculation (the ωB97M-V functional and the def2-TZVPD basis) on C32H26Cl2N8O2PbSTe as an isolated structure.

ORCA input file:
```
! wB97M-V def2-TZVPD RIJCOSX def2/J DEFGRID3
* xyz 0 1
Pb 0.5347 0.9358 0.3488
Cl -6.0697 -0.5614 -0.6164
C -4.6328 0.0080 0.1655
C -3.4336 -0.6406 -0.1060
C -2.2496 -0.2310 0.4966
N -0.9907 -0.8734 0.3685
C -0.9014 -2.1060 -0.1737
O -1.7006 -2.7009 -0.8879
C 0.2446 -2.9850 0.3191
C -0.0848 -3.8794 1.3394
C 0.8408 -4.8146 1.7463
C 2.0842 -4.8518 1.1215
C 2.3424 -3.9357 0.1298
N 1.4420 -3.0180 -0.2616
C -2.2866 0.8947 1.3656
C -3.4932 1.5244 1.6310
C -4.6670 1.0817 1.0345
Cl -6.1428 1.9131 1.3931
N -1.0419 1.3183 1.8765
C -0.8931 2.1231 2.9404
O -1.7613 2.6672 3.6133
C 0.5602 2.3295 3.3456
C 0.8467 3.0718 4.4806
C 2.1705 3.2274 4.8546
C 3.1670 2.6477 4.0820
C 2.7949 1.9343 2.9573
N 1.5204 1.7728 2.6034
H -3.4304 -1.4729 -0.7888
H -1.0721 -3.8302 1.7779
H 0.6001 -5.5159 2.5351
H 2.8380 -5.5746 1.3996
H 3.2932 -3.9142 -0.3910
H -3.5229 2.3576 2.3144
H 0.0253 3.5017 5.0356
H 2.4258 3.7965 5.7391
H 4.2121 2.7470 4.3398
H 3.5371 1.4739 2.3140
N 0.2175 4.6000 -3.8717
C -0.3446 4.3580 -2.6552
C -0.1024 3.1407 -1.9868
N -0.6536 2.8873 -0.8167
C -1.4665 3.8024 -0.2712
C -1.7064 4.9814 -0.9467
N -1.1513 5.2703 -2.1226
H 1.0685 4.1019 -4.0930
H 0.1550 5.5493 -4.1997
H 0.5577 2.3948 -2.4217
H -1.9188 3.5762 0.6847
H -2.3686 5.7280 -0.5242
C 4.5598 -5.9604 -5.3652
C 4.0262 -4.8419 -4.5119
C 4.8784 -3.9677 -3.8589
C 4.4007 -2.9319 -3.0559
C 5.4034 -2.0060 -2.4190
C 3.0160 -2.7846 -2.9177
Te 2.2409 -1.2488 -1.7107
C 2.1225 -3.6434 -3.5876
C 0.6240 -3.4929 -3.5170
C 2.6537 -4.6634 -4.3640
H 5.6442 -5.9077 -5.4558
H 4.1318 -5.9233 -6.3682
H 4.3027 -6.9316 -4.9377
H 5.9512 -4.0868 -3.9715
H 6.3617 -2.5108 -2.2970
H 5.0715 -1.6474 -1.4453
H 5.5621 -1.1246 -3.0445
H 0.3104 -2.5206 -3.8989
H 0.2414 -3.5689 -2.4991
H 0.1394 -4.2654 -4.1127
H 1.9738 -5.3331 -4.8809
S 3.3836 3.0401 -3.4799
C 3.1772 1.4703 -3.1714
N 3.0297 0.3272 -2.9507
*
```

Summary:
ΔE to the lowest compared entry with this formula, charge and spin = 11.3 kcal per mole
E_HOMO = -7.60 eV

Atom charges from the natural (NBO) analysis, given in e for atoms 1 to 5: 1.42 0.01 -0.05 -0.28 0.19

Entry 3:
ORCA calculation (the ωB97M-V functional and the def2-TZVPD basis) on a 2-piece molecular cluster, C11H15OS overall.

ORCA input file:
```
! wB97M-V def2-TZVPD RIJCOSX def2/J DEFGRID3
* xyz 1 1
C -1.8759 2.6017 2.3007
C -0.5816 3.1187 2.1232
C -2.3251 1.5958 1.4357
C 0.3121 2.5886 1.1189
C -1.4910 1.0867 0.4800
C -0.1703 1.5388 0.3403
C 0.7176 -2.1277 -2.5958
C 0.4796 -2.0453 -1.2645
C 0.3690 -2.9533 -3.7450
C 0.6234 -0.9327 2.4457
C 0.6651 0.9271 -0.6473
O 2.6391 -0.9264 -0.2709
S 1.2555 -0.8992 -0.0585
H -2.4313 2.8469 3.2572
H -0.2045 3.9656 2.6481
H -3.1169 0.9492 1.7288
H 1.3028 2.9936 0.8548
H -1.6874 0.2534 -0.1268
H 1.5952 -1.5609 -2.9673
H -0.3762 -2.5598 -0.7403
H 1.2229 -3.4595 -4.1247
H -0.1030 -2.3449 -4.4952
H -0.4162 -3.6986 -3.6127
H 1.5240 -0.5815 2.9793
H 0.3686 -1.9960 2.5456
H -0.2223 -0.2267 2.4920
H 1.6879 1.1899 -0.5253
H 0.2389 0.6562 -1.5760
*
```

Summary:
ΔE to the lowest compared entry with this formula, charge and spin = 53.9 kcal per mole
E_HOMO (spin up / spin down) = -12.70 / -12.70 eV

Atom charges from the natural (NBO) analysis, given in e for atoms 1 to 5: -0.18 -0.19 -0.20 -0.18 -0.20

Entry 4:
ORCA calculation (the ωB97M-V functional and the def2-TZVPD basis) on one molecule with the formula C5H10N2O2.

ORCA input file:
```
! wB97M-V def2-TZVPD RIJCOSX def2/J DEFGRID3
* xyz 0 1
C 1.7965 -0.4828 -1.1700
C 1.6099 0.5015 1.2017
C 0.9800 0.1680 -0.1080
C -0.1931 0.9395 -0.5367
O -0.3903 1.9750 -1.1006
H 1.5984 -1.5573 -1.0939
H 1.5099 -0.1904 -2.1816
H 2.2277 1.3963 1.0621
H 0.8360 0.7263 1.9342
H 2.8596 -0.2939 -1.0324
H 2.2477 -0.3129 1.5426
C -1.2668 -0.2346 0.0284
N -2.2440 -0.5028 -0.9596
N -1.7839 0.4222 1.2001
O -0.3446 -1.2140 0.2549
H -1.9196 -1.1675 -1.6478
H -3.1646 -0.7256 -0.6076
H -2.7702 0.6495 1.1667
H -1.5886 -0.0966 2.0475
*
```

Summary:
ΔE to the lowest compared entry with this formula, charge and spin = 79.7 kcal per mole
E_HOMO = -8.05 eV

Atom charges from the natural (NBO) analysis, given in e for atoms 1 to 5: -0.68 -0.66 0.30 0.50 -0.50

Entry 5:
ORCA calculation (the ωB97M-V functional and the def2-TZVPD basis) on C73H63BrN2O2P2SiY as an isolated structure.

ORCA input file:
```
! wB97M-V def2-TZVPD RIJCOSX def2/J DEFGRID3
* xyz -1 1
Y 0.3456 -0.7057 -0.6801
O 3.8477 -3.4215 -1.6080
C 3.3456 -4.6698 -1.7301
C 4.2218 -5.7385 -1.5835
C 3.7622 -7.0411 -1.7060
C 2.4226 -7.2848 -1.9735
C 1.5550 -6.2061 -2.1211
C 1.9882 -4.8914 -2.0085
C 1.1084 -3.6663 -2.2491
O 1.2901 -2.7139 -1.2938
N -0.3100 -4.0753 -2.3107
N -1.2374 -3.1958 -1.9402
C -2.4492 -3.4308 -2.2641
C -3.5711 -2.5769 -1.8553
Br -3.1514 -1.2436 -0.6189
C -4.7916 -2.7329 -2.3610
C -6.0340 -1.9700 -2.1117
C -6.8597 -1.6879 -3.1993
C -8.0344 -0.9683 -3.0399
C -8.4151 -0.5345 -1.7769
C -7.6136 -0.8316 -0.6834
C -6.4330 -1.5420 -0.8474
H 3.0725 -2.8300 -1.4526
H 5.2599 -5.5217 -1.3647
H 4.4545 -7.8660 -1.5851
H 2.0524 -8.2980 -2.0604
H 0.5090 -6.4121 -2.3131
H 1.3791 -3.2758 -3.2471
H -0.5770 -4.7375 -3.0288
H -2.7150 -4.3012 -2.8701
H -4.8690 -3.5084 -3.1212
H -6.5630 -2.0233 -4.1869
H -8.6514 -0.7457 -3.9013
H -9.3303 0.0290 -1.6453
H -7.9059 -0.5063 0.3073
H -5.8223 -1.7721 0.0149
C 3.8455 3.3640 3.3040
C 3.0127 3.7121 2.1194
C 0.9744 3.0202 1.6205
C 0.6442 1.7213 2.4339
C 2.4289 1.3829 3.6897
C 3.5599 2.2965 4.0432
P -0.8390 0.9281 1.6895
C -2.2689 1.8616 2.3373
C -2.1553 3.1466 2.8605
C -3.2849 3.8632 3.2442
C -4.5467 3.3085 3.1030
C -4.6756 2.0335 2.5628
C -3.5503 1.3242 2.1758
C -1.0744 -0.7883 2.2567
C -1.8625 -1.2185 3.3321
C -2.0564 -2.5720 3.5327
C -1.4605 -3.4848 2.6557
C -0.6810 -3.0362 1.6025
C -0.4692 -1.6669 1.3485
H 4.6623 4.0186 3.5904
H 3.5422 4.3950 1.4562
H 0.2935 3.2571 0.8053
H 2.5603 0.4197 4.1757
H 4.1489 2.0751 4.9285
H -1.1817 3.6004 2.9801
H -3.1683 4.8602 3.6514
H -5.4265 3.8639 3.4032
H -5.6560 1.5923 2.4300
H -3.6711 0.3376 1.7443
H -2.3318 -0.5061 4.0025
H -2.6738 -2.9192 4.3530
H -1.6240 -4.5488 2.7955
H -0.2589 -3.7701 0.9212
C 2.5679 -3.6017 1.6358
C 3.4143 -2.7779 2.5586
C 4.1181 -3.4865 3.5411
C 4.9731 -2.8656 4.4271
C 5.1567 -1.4912 4.3450
C 4.4615 -0.7782 3.3877
C 3.5715 -1.3847 2.4885
P 2.6856 -0.3480 1.2403
C 2.1522 1.2205 2.1586
C 2.3976 2.5182 1.3414
C 1.5284 4.2368 2.4090
C 1.0997 4.3378 3.8315
C 0.8239 3.2438 4.5311
C 0.9435 1.8570 3.9656
C 0.2309 0.8564 4.8565
C 4.0294 0.3272 0.1731
C 5.2867 0.7020 0.6472
C 6.1552 1.4657 -0.1166
C 5.7536 1.8673 -1.3857
C 4.5405 1.4360 -1.8938
C 3.6657 0.6168 -1.1608
C 2.4062 0.0994 -1.7663
H 1.8521 -4.1897 2.2121
H 3.2018 -4.2945 1.0809
H 2.0129 -3.0165 0.9125
H 3.9829 -4.5616 3.5883
H 5.5011 -3.4476 5.1729
H 5.8286 -0.9765 5.0210
H 4.6126 0.2900 3.3384
H 2.7606 2.3834 0.3302
H 1.3454 5.1661 1.8714
H 1.0255 5.3132 4.3013
H 0.5172 3.3288 5.5708
H -0.8355 1.0829 4.9381
H 0.6666 0.8969 5.8601
H 0.3301 -0.1641 4.4853
H 5.5990 0.4217 1.6440
H 7.1196 1.7546 0.2820
H 6.3980 2.4954 -1.9903
H 4.2506 1.7059 -2.9041
H 2.5662 -0.9656 -1.9946
H 2.2372 0.5850 -2.7321
C -5.6210 1.5921 -2.1856
C -4.9481 1.1919 -3.3320
C -3.5577 1.2312 -3.3820
C -2.7917 1.6539 -2.2899
C -3.4992 2.0676 -1.1522
C -4.8876 2.0432 -1.0950
Si -0.8984 1.4197 -2.1895
C -0.3821 0.9848 -3.9816
C 0.2813 1.8389 -4.8694
C 0.7273 1.3988 -6.1116
C 0.5183 0.0839 -6.5076
C -0.1408 -0.7869 -5.6499
C -0.5739 -0.3376 -4.4074
C -0.2055 3.1743 -1.8752
C -0.9894 4.3103 -1.6456
C -0.4220 5.5328 -1.2913
C 0.9558 5.6592 -1.1759
C 1.7619 4.5549 -1.4288
C 1.1846 3.3370 -1.7643
H -6.7023 1.5428 -2.1403
H -5.5083 0.8379 -4.1904
H -3.0617 0.9025 -4.2889
H -2.9524 2.3897 -0.2695
H -5.3926 2.3573 -0.1882
H 0.4620 2.8692 -4.5810
H 1.2449 2.0848 -6.7726
H 0.8729 -0.2610 -7.4715
H -0.3048 -1.8182 -5.9415
H -1.0764 -1.0432 -3.7463
H -2.0685 4.2429 -1.7356
H -1.0614 6.3891 -1.1083
H 1.3979 6.6095 -0.8991
H 2.8414 4.6323 -1.3486
H 1.8268 2.4822 -1.9190
*
```

Summary:
ΔE to the lowest compared entry with this formula, charge and spin = 80.4 kcal per mole
E_HOMO = -4.20 eV

Atom charges from the Löwdin analysis, given in e for atoms 1 to 5: 1.10 0.05 -0.29 -0.02 -0.11

Entry 6:
ORCA calculation (the ωB97M-V functional and the def2-TZVPD basis) on C11H14BF3N6O3PbS as an isolated structure.

ORCA input file:
```
! wB97M-V def2-TZVPD RIJCOSX def2/J DEFGRID3
* xyz 2 1
C 0.1363 2.9069 0.4803
N 0.3159 1.6328 0.0152
N 0.4680 1.7010 -1.3506
C 0.3918 3.0017 -1.7706
C 0.1734 3.8289 -0.5984
B 0.6930 0.3319 -2.1662
N 1.8400 -0.6348 -1.6235
N 1.9447 -0.9195 -0.2815
C 3.0309 -1.7168 -0.0915
C 3.6582 -1.9153 -1.3382
C 2.8772 -1.2193 -2.2779
Pb 0.6227 0.0607 1.4538
N -0.6272 -0.5216 -2.2043
N -1.1713 -1.0766 -1.0648
C -2.3492 -1.6309 -1.4441
C -2.5198 -1.5067 -2.8557
C -1.3934 -0.8065 -3.2884
H -3.0731 -2.1022 -0.7863
H -1.0679 -0.4868 -4.2711
H -3.3280 -1.8570 -3.4754
H 0.9875 0.6298 -3.3081
H 2.9792 -1.0692 -3.3537
H 0.5165 3.1970 -2.8654
H 4.5537 -2.4889 -1.5267
H 0.0515 4.9125 -0.5302
H 3.3301 -2.1100 0.8839
H -0.0143 3.0751 1.5548
H -0.3178 -2.0303 1.2050
C 0.2247 -2.1809 2.1098
H 0.9572 -2.8750 1.8125
H 0.8255 -1.5731 2.7412
H -0.5920 -2.3784 2.7304
F -1.5133 1.2579 5.2335
C -1.2592 1.4903 3.9453
F -1.4492 2.7899 3.6776
F 0.0941 1.2659 3.7749
S -2.3731 0.4127 2.9156
O -2.2716 -0.8697 3.6044
O -3.6074 1.2154 2.7803
O -1.7444 0.2591 1.5541
*
```

Summary:
ΔE to the lowest compared entry with this formula, charge and spin = 39.3 kcal per mole
E_HOMO (spin up / spin down) = -16.30 / -16.35 eV

Atom charges from the natural (NBO) analysis, given in e for atoms 1 to 5: 0.02 -0.46 -0.33 0.08 -0.29

Entry 7:
ORCA calculation (the ωB97M-V functional and the def2-TZVPD basis) on C18H35BeNP2S2 as an isolated structure.

ORCA input file:
```
! wB97M-V def2-TZVPD RIJCOSX def2/J DEFGRID3
* xyz 2 1
Be -0.5796 -0.1509 -0.7688
S -1.5141 1.8298 -0.4960
S -1.1123 -2.2492 -0.4542
C -3.3399 1.7638 -0.6679
C -1.0937 2.2505 -2.2315
C -1.2948 1.0479 -3.1297
N -0.6467 -0.1705 -2.5266
C -1.1831 -1.4478 -3.1112
C -0.7923 -2.6113 -2.2305
H -0.0541 2.6014 -2.2403
H -1.7520 3.0761 -2.5250
H -0.8609 1.2397 -4.1207
H -2.3595 0.8323 -3.2685
H -0.7813 -1.5816 -4.1244
H -2.2696 -1.3538 -3.1966
H 0.2807 -2.8294 -2.2974
H -1.3571 -3.5207 -2.4613
C -2.9593 -2.1661 -0.4542
H 0.3357 -0.1232 -2.8181
H -3.3535 -1.2611 -0.9396
H -3.2953 -2.2019 0.5913
H -3.3055 -3.0693 -0.9771
H -3.7358 1.8078 0.3530
H -3.6900 0.8516 -1.1672
H -3.6604 2.6563 -1.2192
C 3.8760 -0.0013 -2.2233
C 4.6053 0.1214 -1.1023
H 3.5985 0.8744 -2.8205
H 3.6585 -0.9781 -2.6675
H 4.9433 1.0929 -0.7215
H 5.0206 -0.7489 -0.5782
C -1.0887 -2.1232 2.7845
P -1.1040 -0.5385 1.8781
C -2.5954 0.2935 2.5113
C 0.3100 0.3225 2.6669
C 0.3568 0.5726 4.0393
C 1.4881 1.1856 4.5872
C 2.5598 1.5649 3.7712
C 2.5211 1.3117 2.3971
C 1.3982 0.6862 1.8480
P 1.2982 0.2339 0.0758
C 1.9551 1.7483 -0.6987
C 2.2075 -1.3517 0.0581
H -1.8438 -2.7972 2.3631
H -1.2994 -1.9420 3.8464
H -0.0990 -2.5883 2.6915
H -2.7065 0.0673 3.5795
H -2.5018 1.3765 2.3695
H -3.4826 -0.0661 1.9724
H -0.4824 0.2808 4.6750
H 1.5268 1.3651 5.6610
H 3.4321 2.0568 4.2041
H 3.3595 1.5946 1.7589
H 2.9817 1.9342 -0.3757
H 1.9558 1.6223 -1.7862
H 1.3361 2.6176 -0.4420
H 3.1075 -1.2629 0.6758
H 1.5827 -2.1635 0.4527
H 2.4988 -1.5816 -0.9696
*
```

Summary:
E_HOMO = -14.17 eV

Atom charges from the natural (NBO) analysis, given in e for atoms 1 to 5: 1.42 0.18 0.17 -0.73 -0.53

| no. | maximum force (eV Å⁻¹) |
| --- | --- |
| 1 | 1.241 |
| 2 | 0.420 |
| 3 | 4.165 |
| 4 | 3.768 |
| 5 | 1.503 |
| 6 | 4.076 |
| 7 | 1.670 |